DFT (ωB97M-V/def2-TZVPD) results for a cluster of 10 separate species, C41H58FIO24S in total in a non-equilibrium geometry.

```
126
Properties=species:S:1:pos:R:3:forces:R:3:mulliken_charge:R:1
O -1.85327 -1.04900 -2.42350 -2.468 3.941 1.369 -0.555
C -2.56266 -0.04820 -2.15306 0.980 -2.964 -2.127 0.385
I -2.45485 1.10180 -0.30483 0.068 -0.256 -1.099 0.137
C -3.65686 0.45755 -3.23962 -0.211 1.082 0.396 -0.336
C -5.09844 0.46959 -2.55587 0.168 -0.568 -0.078 -0.381
O -6.28151 0.74325 -3.36165 -1.158 0.284 2.202 -0.396
C -7.31241 0.72664 -2.33552 -0.773 1.848 -1.557 0.477
O -8.28922 1.48281 -2.37098 3.772 -3.755 0.813 -0.510
O -6.91897 -0.24808 -1.34343 0.015 1.288 -1.277 -0.153
C -5.64403 -0.82632 -1.79257 -0.308 2.150 0.708 0.567
S -6.22985 -2.29884 -2.77769 2.562 -5.181 -3.770 1.282
O -5.50805 -3.55789 -2.33944 -2.536 4.226 -0.377 -0.562
O -6.11204 -2.09768 -4.27433 -1.254 0.245 4.788 -0.550
F -7.85370 -2.54581 -2.33628 2.767 0.974 -0.722 -0.299
H -3.59072 -0.09840 -4.23159 -0.118 0.371 1.598 0.304
H -3.37895 1.56347 -3.43789 -0.511 -1.742 0.258 0.184
H -5.14075 1.32032 -1.78943 0.731 -1.543 -0.512 0.374
H -4.88757 -1.14453 -0.99766 -1.613 -0.023 -0.544 0.046
O -1.98094 3.83113 -4.82439 0.280 -0.720 0.425 -0.602
C -0.98384 3.28695 -4.42421 -0.729 0.793 -0.218 0.392
C 0.42785 3.66743 -4.77827 0.398 -0.319 -0.188 -0.494
C 1.20679 2.44720 -4.33485 0.556 -0.123 -0.256 -0.606
C 0.36481 1.91913 -3.19692 0.473 -0.347 0.495 -0.016
O -0.98562 2.25223 -3.54145 -0.234 0.246 -0.409 -0.202
H 0.70925 4.55841 -4.21203 -0.108 0.033 -0.105 0.261
H 0.53026 3.84299 -5.84902 -0.189 0.291 0.159 0.323
H 2.23597 2.66512 -4.04382 -0.094 -0.065 0.053 0.358
H 1.23427 1.71408 -5.14761 0.024 0.058 0.085 0.305
H 0.60837 2.39536 -2.24299 -0.131 -0.006 -0.063 -0.131
H 0.45935 0.83702 -3.08616 -0.280 0.087 0.048 0.365
O 0.40389 2.88320 0.07843 0.346 -0.654 0.501 -0.707
C 1.40261 2.33274 0.47903 -0.456 0.751 -0.068 0.425
C 2.81515 2.71119 0.12247 0.297 -0.320 -0.303 -0.114
C 3.59136 1.49072 0.56117 0.608 -0.204 0.007 0.570
C 2.75346 0.96035 1.69854 0.305 -0.458 0.239 -0.392
O 1.40146 1.29505 1.35977 -0.295 0.280 -0.496 -0.147
H 3.09978 3.59852 0.68867 -0.099 -0.042 -0.195 0.072
H 2.91712 2.88763 -0.94886 -0.168 0.243 0.118 0.458
H 4.61771 1.70635 0.84900 -0.285 -0.074 0.031 -0.707
H 3.61567 0.75877 -0.25374 -0.008 0.005 0.077 0.444
H 3.00106 1.43306 2.65097 -0.030 -0.074 -0.153 -0.176
H 2.84976 -0.12259 1.80503 -0.285 0.056 0.009 0.501
O -2.38303 2.63984 2.28637 0.597 -0.238 0.220 -0.619
C -1.52800 2.76582 3.12552 -0.684 -0.175 -0.430 0.518
C -1.48868 3.83341 4.18438 0.357 0.375 0.095 -0.505
C -0.05654 3.74823 4.66625 0.292 0.546 0.332 -0.448
C 0.28148 2.29670 4.42394 0.411 -0.196 0.244 -0.074
O -0.47535 1.92150 3.26929 -0.579 0.209 -0.081 -0.254
H -2.20049 3.57937 4.97349 -0.089 0.047 -0.133 0.287
H -1.71399 4.81296 3.76312 -0.314 -0.206 0.022 0.311
H 0.07613 4.05403 5.70601 0.010 -0.098 -0.047 0.426
H 0.57910 4.38589 4.04346 -0.009 -0.129 0.044 0.123
H -0.01582 1.65512 5.25950 -0.027 0.012 -0.042 0.335
H 1.34546 2.15200 4.22835 -0.171 -0.143 -0.186 -0.065
O -5.48336 -7.73298 -7.65498 0.119 0.534 0.596 -0.586
C -5.97006 -7.00403 -6.82867 0.301 -0.828 -0.556 0.460
C -7.42673 -6.63935 -6.72786 -0.223 0.510 0.028 -0.365
C -7.39098 -5.43816 -5.80692 -0.517 0.373 0.010 -0.487
C -6.17066 -5.71288 -4.96043 0.027 0.398 0.506 -0.168
O -5.26875 -6.42336 -5.81832 -0.059 -0.276 -0.515 -0.343
H -7.97358 -7.47565 -6.28579 0.038 -0.039 -0.151 0.243
H -7.83612 -6.38486 -7.70533 0.046 -0.380 0.024 0.283
H -8.30173 -5.30779 -5.21977 0.127 0.020 0.021 0.347
H -7.23657 -4.52848 -6.39591 -0.007 -0.058 0.119 0.265
H -6.39812 -6.34278 -4.09506 0.037 0.014 -0.046 0.184
H -5.69978 -4.79255 -4.61350 0.145 -0.261 -0.041 0.144
O 3.03745 3.71708 2.93674 0.673 -0.104 0.472 -0.499
C 3.90063 3.83977 3.76987 -0.707 -0.049 -0.356 0.360
C 3.94987 4.90128 4.83452 0.402 0.334 0.065 -0.354
C 5.38678 4.81461 5.30287 0.258 0.492 0.354 -0.572
C 5.72465 3.36413 5.04948 0.457 -0.155 0.329 -0.454
O 4.95672 2.99405 3.89838 -0.491 0.190 -0.333 -0.272
H 3.24566 4.64212 5.62909 -0.090 0.054 -0.115 0.216
H 3.71993 5.88314 4.42104 -0.324 -0.203 0.032 0.327
H 5.52866 5.11455 6.34243 0.038 -0.092 -0.086 0.368
H 6.01566 5.45664 4.67801 -0.041 -0.079 0.081 0.283
H 5.43604 2.71781 5.88372 0.000 0.013 -0.067 0.276
H 6.78690 3.22161 4.84354 -0.185 -0.179 -0.136 0.267
O 6.11392 3.03193 0.12045 0.521 -0.441 0.336 -0.598
C 7.10861 2.48013 0.52201 -0.597 0.660 -0.128 0.587
C 8.52330 2.85280 0.16959 0.374 -0.356 -0.221 -0.597
C 9.29485 1.62736 0.61240 0.589 -0.062 -0.186 -0.390
C 8.44965 1.10313 1.74820 0.293 -0.516 0.375 -0.274
O 7.10025 1.44511 1.40288 -0.323 0.496 -0.442 -0.377
H 8.80956 3.74164 0.73704 -0.099 0.050 -0.120 0.272
H 8.62759 3.02897 -0.90092 -0.183 0.311 0.161 0.337
H 10.32474 1.83880 0.90438 -0.105 -0.087 0.040 0.408
H 9.31861 0.89480 -0.20091 0.008 0.017 0.125 0.176
H 8.69611 1.57726 2.70353 -0.040 0.035 -0.046 0.164
H 8.53859 0.02327 1.85701 -0.214 0.243 0.079 0.185
O 10.00162 -1.64268 1.87670 -0.507 -0.121 -0.628 -0.594
C 9.56001 -2.36757 1.02088 0.386 0.201 0.855 0.589
C 10.14992 -3.68346 0.59308 0.120 -0.126 -0.498 -0.517
C 9.44626 -3.93411 -0.72398 0.246 -0.435 -0.404 -0.502
C 8.12500 -3.22852 -0.52696 -0.417 -0.245 -0.414 -0.455
O 8.41542 -2.11732 0.32959 0.408 0.245 0.323 -0.309
H 9.90312 -4.44351 1.33814 0.117 0.099 0.061 0.276
H 11.22933 -3.60640 0.46427 -0.087 -0.010 0.374 0.301
H 9.33704 -4.99179 -0.96902 -0.069 0.117 -0.004 0.329
H 10.00472 -3.45611 -1.53507 -0.087 -0.064 0.057 0.268
H 7.38336 -3.86403 -0.03418 0.041 0.067 0.003 0.266
H 7.70993 -2.86714 -1.46932 -0.052 0.153 0.239 0.315
O -3.21738 -1.77061 0.71928 0.025 -0.972 0.413 -0.496
C -2.22419 -2.32132 1.12294 -0.514 0.682 -0.268 0.397
C -0.80990 -1.94888 0.77251 0.395 -0.341 -0.172 0.470
C -0.03977 -3.17355 1.21836 0.567 -0.107 -0.217 -0.660
C -0.88798 -3.69642 2.35391 0.297 -0.333 0.310 -0.491
O -2.23446 -3.35592 2.00628 -0.289 0.290 -0.295 -0.398
H -0.52458 -1.05867 1.33945 -0.089 0.086 -0.132 -0.166
H -0.70373 -1.77406 -0.29847 -0.202 0.313 0.153 0.090
H 0.98999 -2.96168 1.51210 -0.093 -0.054 0.048 0.316
H -0.01458 -3.90708 0.40605 0.015 0.042 0.106 0.325
H -0.64349 -3.22116 3.30880 -0.041 -0.001 -0.044 0.250
H -0.80018 -4.77867 2.46535 -0.262 0.111 0.066 0.351
O -10.50831 -0.89637 4.24546 0.258 0.455 -0.643 -0.580
C -10.06757 -0.88787 3.12483 -0.600 -0.183 0.872 0.447
C -9.54731 -2.08515 2.37631 0.489 -0.029 -0.250 -0.437
C -8.78752 -1.44179 1.23592 0.424 -0.387 -0.358 -0.083
C -9.53609 -0.14496 1.03592 0.136 0.229 -0.526 -0.307
O -10.01160 0.22024 2.33719 -0.042 -0.219 0.463 -0.361
H -10.39327 -2.67744 2.01946 0.016 -0.023 0.153 0.273
H -8.89321 -2.68792 3.00604 -0.359 -0.053 0.099 0.288
H -8.74382 -2.05659 0.33527 -0.005 0.136 0.026 0.138
H -7.76027 -1.23211 1.55137 -0.091 -0.001 -0.075 0.186
H -10.39634 -0.25970 0.36968 0.032 0.021 0.045 0.218
H -8.89053 0.64373 0.64595 -0.220 0.061 0.148 0.221
```
Forces are in eV/Å.

Output
HOMO-LUMO gap, eV: 8.791
Highest occupied orbital energy, eV: -8.99
SMILES string: O=C(I)C[C@H]1OC(=O)O[C@H]1S(=O)(=O)F.O=C1CCCO1.O=C1CCCO1.O=C1CCCO1.O=C1CCCO1.O=C1CCCO1.O=C1CCCO1.O=C1CCCO1.O=C1CCCO1.O=C1CCCO1
Spin multiplicity: 1